ORCA calculation (wB97M-V/def2-TZVPD) on a structure of composition C34H29AsNOSSc at a distorted geometry.

Geometry (Å):
C -0.99963 -3.10525 -3.93544
H 1.35529 3.32346 -1.37412
C -6.10543 -1.34396 0.87633
C -2.16710 4.01109 -1.74831
C -1.30530 -3.66681 -2.67973
H 7.69493 -0.90840 0.04294
O 1.09620 2.37313 1.18490
C -2.80774 1.68255 -1.73325
H 2.06981 1.75170 -1.07428
C 5.49988 -0.90011 0.32566
C -1.25512 3.79525 -0.74220
H 0.58684 1.90053 -2.13467
H 2.51032 -1.31345 6.34409
C -1.15640 2.47281 -0.04863
C -1.44560 -2.78041 -1.60445
C -1.42116 -1.37660 -1.79252
C 5.30238 -0.97760 -2.42136
H -0.73833 4.64885 -0.36189
C 0.27889 2.14486 -0.00910
H -3.73157 3.14940 -2.99507
Sc 1.16841 0.21869 0.79574
C -5.63143 -1.64197 -0.38018
H 1.21413 3.38108 3.02217
C 0.47282 3.13748 2.24348
C -4.28448 -1.38911 -0.73011
C -2.94746 2.93911 -2.27591
H -1.67529 -3.13773 -0.58618
H -7.15028 -1.53984 1.08280
H -4.00052 -1.49738 -1.77880
C 4.28137 -0.73120 -0.30517
C -0.95226 -1.74101 -4.11164
C 6.69492 -0.99066 -0.41255
C 6.57052 -1.12336 -1.79286
C 0.37320 -0.78561 3.78264
C 3.06321 -0.83817 4.33626
C 1.09855 2.26640 -1.26267
H -2.28116 5.02282 -2.15978
As -1.49696 -0.41828 -0.11938
H -0.73093 -1.31239 -5.12095
H 7.42947 -1.39615 -2.38584
C -1.19359 -0.83427 -3.07358
H -0.78772 -3.71526 -4.76651
C -1.86234 1.41357 -0.78216
H -0.33037 2.61734 2.70655
H -1.20611 0.24203 -3.20286
C 4.14635 -0.78049 -1.68527
C 2.67198 -0.65103 2.97949
H -3.53286 0.90935 -2.03727
H -1.41090 -4.74092 -2.57535
H 5.23692 -1.04865 -3.48898
H -3.29344 0.05111 2.21153
H -1.50843 2.54538 1.00955
H 0.13918 4.04865 1.78100
C -3.43057 -0.81913 0.27057
N 3.22194 -0.47035 0.62326
C -3.96355 -0.49650 1.52004
S 5.34249 -0.96445 2.05151
H -6.30170 -2.16987 -1.04533
H -5.73013 -0.60205 2.82292
C 1.32917 -0.50894 2.78330
H 0.08780 -1.44935 5.79034
C 0.79441 -1.06698 5.05641
H 3.11694 -0.71872 -2.08662
C 2.17502 -1.10157 5.34945
H 4.14057 -0.91022 4.61808
C -5.27038 -0.81015 1.82795
H -0.69739 -0.72121 3.47755
C 3.63977 -0.55103 1.90448

Results
Calculated total energy, eV: -131635.2284
Highest occupied orbital energy, eV: -4.58
Kohn-Sham gap, eV: 3.43
M, g/mol: 619.6
ΔE to the lowest compared entry with this formula, charge and spin, kcal per mole: 4.2